No. 1
{"formula": "C38H52BrCaN4OPSi", "method": "ωB97M-V/def2-TZVPD", "e_tot_ev": -153899.510, "largest_force_ev_per_a": 2.1, "charge": 2, "gap_ev": 9.1, "e_lumo_ev": -4.454, "elements": ["Ca", "N", "C", "C", "C", "C", "C", "N", "H", "H", "H", "H", "H", "H", "O", "P", "C", "C", "C", "C", "C", "C", "C", "C", "C", "C", "C", "C", "C", "C", "C", "C", "C", "C", "H", "H", "H", "H", "H", "H", "H", "H", "H", "H", "H", "H", "H", "H", "H", "N", "C", "C", "N", "C", "H", "H", "H", "H", "C", "C", "C", "C", "Si", "Br", "C", "C", "C", "C", "C", "C", "C", "C", "H", "H", "H", "H", "H", "H", "H", "H", "H", "H", "H", "H", "H", "H", "H", "H", "H", "H", "H", "H", "H", "H", "H", "H", "H", "H", "H"], "positions_angstrom": [[-0.1260, 1.0178, 0.7854], [2.9294, 2.0913, 1.4380], [3.0505, 0.8584, 0.8733], [4.3152, 0.3257, 0.5672], [4.3879, -0.8952, -0.0569], [3.2073, -1.5770, -0.3530], [2.0118, -0.9944, -0.0045], [1.9209, 0.2047, 0.5834], [3.7588, 2.5151, 1.8195], [2.0561, 2.3151, 1.8988], [5.2066, 0.8744, 0.8298], [5.3423, -1.3280, -0.3084], [3.2266, -2.5397, -0.8345], [1.0689, -1.4976, -0.1841], [-0.6150, 0.1546, 2.5231], [-1.6894, -0.0251, 3.5504], [-0.9584, -0.2969, 5.1777], [0.3308, 0.1797, 5.3874], [0.8854, 0.1356, 6.6516], [0.1518, -0.3783, 7.7090], [-1.1241, -0.8787, 7.4966], [-1.6842, -0.8357, 6.2338], [-2.8512, -1.3711, 3.1728], [-4.0797, -1.1193, 2.5690], [-4.9801, -2.1549, 2.3792], [-4.6647, -3.4385, 2.8004], [-3.4275, -3.6991, 3.3696], [-2.5235, -2.6678, 3.5548], [-2.6899, 1.4797, 3.6779], [-2.3909, 2.5499, 2.8479], [-3.1376, 3.7125, 2.9159], [-4.1805, 3.8077, 3.8239], [-4.4728, 2.7431, 4.6648], [-3.7313, 1.5772, 4.5952], [0.8949, 0.5700, 4.5472], [1.8858, 0.5063, 6.8185], [0.5750, -0.3981, 8.7013], [-1.6859, -1.2990, 8.3171], [-2.6729, -1.2335, 6.0580], [-4.3408, -0.1084, 2.2797], [-5.9467, -1.9547, 1.9391], [-5.3885, -4.2322, 2.6990], [-3.1761, -4.7010, 3.6857], [-1.5681, -2.8592, 4.0249], [-1.5479, 2.4585, 2.1617], [-2.9082, 4.5458, 2.2705], [-4.7555, 4.7199, 3.8793], [-5.2801, 2.8191, 5.3747], [-3.9571, 0.7525, 5.2545], [-3.4972, -1.1361, -0.8297], [-4.0511, 0.1076, -0.7580], [-3.0325, 0.9557, -0.4393], [-1.8743, 0.2405, -0.3243], [-2.1885, -1.0152, -0.5543], [-3.9882, -1.9861, -1.0626], [-5.0913, 0.2846, -0.9299], [-3.0553, 2.0229, -0.3104], [-1.4984, -1.8384, -0.5452], [2.1595, 7.5435, -2.3813], [1.7022, 6.1102, -2.0702], [1.2084, 5.4645, -3.3731], [2.9139, 5.2839, -1.6170], [0.3002, 6.2115, -0.6934], [0.0229, 3.4135, -0.2876], [0.8380, 6.6778, 1.1462], [-0.2506, 6.3083, 2.1633], [2.1239, 5.9566, 1.5704], [1.1018, 8.1868, 1.2543], [-1.5599, 6.6230, -1.2002], [-1.7380, 8.1460, -1.2575], [-2.5909, 6.0494, -0.2183], [-1.9045, 6.0522, -2.5804], [2.9159, 7.5147, -3.1621], [2.5915, 8.0259, -1.5090], [1.3316, 8.1522, -2.7367], [2.0646, 5.2964, -4.0237], [0.5210, 6.1063, -3.9118], [0.7344, 4.5048, -3.1856], [3.5925, 5.1768, -2.4598], [2.6150, 4.2889, -1.2998], [3.4636, 5.7633, -0.8168], [-0.5767, 5.2777, 2.0475], [-1.1069, 6.9701, 2.0843], [0.1486, 6.4229, 3.1684], [2.0521, 4.8845, 1.4050], [2.2978, 6.1387, 2.6297], [2.9820, 6.3453, 1.0335], [0.2401, 8.7779, 0.9594], [1.9460, 8.4844, 0.6399], [1.3407, 8.4316, 2.2875], [-1.5557, 8.6095, -0.2935], [-2.7590, 8.3791, -1.5500], [-1.0713, 8.5965, -1.9863], [-2.5721, 6.5584, 0.7383], [-2.4349, 4.9853, -0.0647], [-3.5850, 6.1864, -0.6392], [-1.3913, 6.5861, -3.3709], [-2.9729, 6.1637, -2.7541], [-1.6589, 4.9973, -2.6397]], "atomic_forces_ev_per_a": [[0.329, 0.991, -1.135], [-0.198, 0.195, 0.249], [0.418, -0.296, -0.223], [-0.124, 0.000, 0.010], [-0.252, 0.219, 0.116], [-0.358, -0.139, -0.035], [0.491, -0.369, -0.171], [1.336, -0.131, 0.052], [-0.107, 0.058, 0.071], [0.468, 0.150, -0.011], [0.062, 0.065, 0.002], [0.134, -0.027, -0.015], [-0.025, -0.108, -0.040], [-0.031, -0.128, -0.110], [0.229, -0.664, 1.150], [-1.410, -0.431, 1.476], [-0.175, 0.006, -0.478], [0.072, 0.039, -0.286], [0.086, 0.050, 0.105], [-0.030, -0.051, 0.003], [-0.063, -0.006, 0.109], [-0.054, -0.025, -0.126], [0.391, 0.412, 0.248], [-0.001, 0.191, 0.015], [-0.065, 0.039, 0.004], [0.042, 0.050, -0.049], [0.050, -0.078, 0.002], [0.157, -0.075, 0.064], [0.301, -0.375, -0.129], [0.162, -0.237, -0.033], [0.010, 0.132, -0.066], [0.087, -0.013, -0.050], [-0.029, -0.041, 0.012], [0.048, 0.074, -0.065], [0.013, 0.012, 0.093], [0.063, 0.018, 0.002], [0.061, -0.023, 0.080], [-0.025, -0.025, 0.064], [-0.128, -0.047, 0.075], [-0.050, -0.013, -0.008], [-0.053, 0.025, -0.026], [-0.055, -0.090, -0.056], [0.013, -0.039, 0.032], [0.041, -0.085, 0.049], [-0.328, 0.390, 0.155], [0.047, 0.087, -0.079], [-0.071, 0.036, 0.025], [-0.102, 0.033, 0.095], [-0.061, -0.081, 0.068], [0.145, -0.152, -0.021], [-0.024, 0.439, 0.082], [-0.620, 0.038, -0.196], [-0.538, -0.711, -0.532], [-0.094, -0.265, -0.161], [0.101, 0.018, 0.050], [-0.230, 0.036, -0.081], [-0.052, 0.087, 0.006], [-0.018, -0.182, -0.004], [-0.323, -0.062, 0.329], [-0.304, -0.150, 0.201], [-0.242, 0.115, 0.230], [-0.244, 0.110, 0.263], [-0.012, -0.450, 0.245], [0.053, 2.013, -0.577], [-0.100, -0.254, -0.304], [-0.067, 0.038, -0.342], [-0.111, 0.032, -0.326], [-0.098, -0.098, -0.402], [0.301, -0.224, 0.027], [0.405, -0.113, 0.167], [0.335, 0.006, 0.093], [0.302, 0.010, 0.124], [0.103, -0.012, -0.112], [0.125, 0.132, 0.083], [-0.064, 0.179, -0.114], [0.112, -0.009, -0.037], [-0.131, 0.009, -0.069], [-0.076, -0.159, -0.089], [0.083, 0.027, -0.136], [0.058, -0.168, 0.074], [0.104, 0.018, 0.132], [-0.109, -0.146, 0.034], [-0.163, 0.019, 0.006], [0.109, 0.042, 0.137], [0.098, -0.170, 0.001], [-0.024, 0.029, 0.133], [0.161, -0.054, -0.039], [-0.107, 0.152, 0.022], [0.137, 0.132, -0.069], [0.021, 0.015, 0.138], [-0.027, 0.154, 0.165], [-0.160, -0.008, -0.069], [0.091, 0.175, -0.149], [-0.004, 0.006, 0.163], [-0.053, -0.176, 0.081], [-0.107, 0.053, -0.082], [0.080, 0.001, -0.170], [-0.126, 0.038, 0.008], [-0.010, -0.237, -0.154]], "nbo_charge": [1.7644, -0.7817, 0.4053, -0.2783, -0.1016, -0.2811, 0.0643, -0.6657, 0.4122, 0.3791, 0.2339, 0.2433, 0.2435, 0.1824, -1.2395, 1.9716, -0.4697, -0.1696, -0.2007, -0.1614, -0.2154, -0.1240, -0.4653, -0.1822, -0.2203, -0.1647, -0.2231, -0.1149, -0.4517, -0.1263, -0.2235, -0.1622, -0.1914, -0.1693, 0.2160, 0.2297, 0.2351, 0.2346, 0.2132, 0.2291, 0.2293, 0.2359, 0.2368, 0.2220, 0.1545, 0.2243, 0.2329, 0.2372, 0.2290, -0.4833, -0.0617, -0.0990, -0.6423, 0.2014, 0.4462, 0.2444, 0.2331, 0.2162, -0.6166, -0.6042, -0.6129, -0.6119, 2.1651, -0.6616, -0.6117, -0.6116, -0.6100, -0.6143, -0.6055, -0.6152, -0.6139, -0.6117, 0.2357, 0.2153, 0.2167, 0.2242, 0.2170, 0.2174, 0.2235, 0.2196, 0.2115, 0.2083, 0.2145, 0.2223, 0.2077, 0.2191, 0.2165, 0.2176, 0.2180, 0.2300, 0.2138, 0.2334, 0.2191, 0.2127, 0.2106, 0.2236, 0.2178, 0.2222, 0.2167]}

***

No. 2
{"formula": "C4H12N2O", "method": "ωB97M-V/def2-TZVPD", "e_tot_ev": -9369.723, "largest_force_ev_per_a": 1.0, "charge": 0, "gap_ev": 10.0, "smiles": "NCC[C@@H](N)CO", "e_lumo_ev": 0.895, "elements": ["N", "C", "C", "C", "N", "C", "O", "H", "H", "H", "H", "H", "H", "H", "H", "H", "H", "H", "H"], "positions_angstrom": [[2.3600, 0.1506, 0.1418], [1.6075, -0.8079, -0.6590], [0.1444, -0.9995, -0.2955], [-0.5486, 0.3102, 0.0958], [-0.5739, 1.3191, -0.9589], [-1.9257, 0.1138, 0.7247], [-2.5296, 1.3414, 1.0969], [1.9783, 0.3359, 1.0580], [3.3112, -0.1538, 0.2888], [1.7018, -0.5284, -1.7143], [2.1048, -1.7545, -0.6626], [-0.3701, -1.3943, -1.1740], [0.0745, -1.7265, 0.5204], [0.0703, 0.7350, 0.8945], [0.3496, 1.4852, -1.3143], [-1.1325, 0.9821, -1.7322], [-1.7568, -0.5016, 1.6083], [-2.6003, -0.4367, 0.0766], [-2.2649, 1.5297, 2.0051]], "atomic_forces_ev_per_a": [[0.075, 0.343, 0.234], [0.319, 0.233, -0.730], [-0.292, 0.250, 0.140], [0.568, 0.475, 0.205], [-0.516, -0.343, 0.116], [0.578, 0.050, 0.192], [-0.094, -0.209, 0.203], [-0.171, -0.177, -0.012], [0.033, -0.006, -0.118], [-0.258, 0.406, 0.027], [0.194, -0.978, 0.294], [-0.026, -0.290, 0.052], [-0.142, 0.022, 0.001], [-0.176, 0.195, 0.049], [0.463, 0.080, -0.051], [-0.122, 0.040, -0.160], [-0.161, -0.261, 0.105], [-0.207, 0.076, -0.290], [-0.066, 0.093, -0.257]], "nbo_charge": [-0.8521, -0.2150, -0.4221, -0.0684, -0.8199, -0.0579, -0.7042, 0.3548, 0.3636, 0.1722, 0.1784, 0.2062, 0.1995, 0.1651, 0.3639, 0.3435, 0.1593, 0.1682, 0.4651]}

***

No. 3
{"formula": "C21H20ClIN8OPtS2", "method": "ωB97M-V/def2-TZVPD", "e_tot_ev": -81612.457, "largest_force_ev_per_a": 0.4, "charge": 0, "gap_ev": 6.8, "e_lumo_ev": -0.728, "elements": ["Pt", "Cl", "C", "C", "C", "I", "C", "O", "C", "N", "C", "C", "C", "C", "H", "H", "H", "H", "C", "C", "C", "C", "N", "C", "S", "N", "C", "H", "H", "H", "H", "H", "H", "H", "H", "C", "N", "C", "C", "N", "C", "S", "H", "H", "H", "H", "H", "H", "H", "H", "N", "C", "N", "C", "N"], "positions_angstrom": [[0.7840, -1.1589, -0.1495], [5.8726, 0.7462, 4.0203], [4.3946, 0.1058, 3.3676], [3.4871, -0.4878, 4.1988], [2.2809, -1.0117, 3.7035], [0.9567, -1.9440, 5.0041], [1.9577, -0.9382, 2.3585], [0.8379, -1.3758, 1.8467], [2.9308, -0.3310, 1.5051], [2.6066, -0.3022, 0.1761], [3.4331, 0.2313, -0.6908], [4.6651, 0.7781, -0.2938], [5.0192, 0.7630, 1.0241], [4.1446, 0.1948, 1.9784], [3.7022, -0.5572, 5.2562], [3.1179, 0.2360, -1.7247], [5.3128, 1.2073, -1.0445], [5.9616, 1.1792, 1.3520], [-2.6159, -2.4765, -5.0523], [-2.6834, -1.7071, -3.7798], [-3.2840, -0.4870, -3.6144], [-3.2913, 0.0818, -2.3375], [-2.7396, -0.5333, -1.2870], [-2.0761, -1.6560, -1.4679], [-1.1752, -2.4652, -0.2243], [-2.0837, -2.2412, -2.6948], [-3.8895, 1.4169, -2.0670], [-3.3002, -2.0569, -5.7835], [-2.8637, -3.5245, -4.8780], [-1.6117, -2.4094, -5.4711], [-3.7247, 0.0180, -4.4597], [-1.5522, -3.1002, -2.7733], [-4.3606, 1.8428, -2.9492], [-3.0861, 2.0712, -1.7158], [-4.6137, 1.3395, -1.2555], [0.6426, 2.4089, 2.9815], [-0.5703, 1.6835, 2.7129], [-1.3931, 1.1322, 3.7768], [-2.3399, 0.2029, 3.0115], [-2.2210, 0.7162, 1.6539], [-1.0874, 1.4309, 1.4970], [-0.4071, 1.8612, 0.0234], [1.2809, 1.8267, 3.6505], [0.4329, 3.3764, 3.4468], [1.1592, 2.5749, 2.0385], [-1.9293, 1.9281, 4.3051], [-0.7747, 0.5949, 4.4932], [-3.3644, 0.2715, 3.3742], [-2.0058, -0.8370, 3.0670], [-2.5680, 0.2247, 0.8398], [-0.5923, 0.5594, -5.9452], [0.2352, 0.2061, -5.2142], [1.2243, -0.2118, -4.4424], [0.9625, -0.5271, -3.2227], [0.8017, -0.8704, -2.1248]], "atomic_forces_ev_per_a": [[-0.219, -0.253, -0.085], [0.003, -0.001, 0.001], [-0.001, 0.015, 0.006], [-0.006, 0.001, 0.002], [-0.005, 0.003, -0.030], [-0.029, 0.003, -0.014], [-0.071, 0.052, 0.006], [0.067, -0.090, 0.026], [0.010, -0.022, 0.002], [-0.097, 0.063, 0.073], [-0.026, 0.025, -0.028], [-0.010, 0.017, 0.004], [-0.007, 0.004, 0.001], [-0.002, 0.009, -0.013], [0.002, -0.003, 0.000], [0.003, -0.007, 0.006], [0.001, 0.000, 0.001], [0.002, -0.003, 0.000], [0.004, 0.096, -0.036], [0.044, 0.023, 0.046], [0.015, -0.016, -0.058], [0.047, -0.017, 0.073], [0.030, 0.179, 0.167], [0.104, -0.061, -0.050], [0.038, 0.133, 0.090], [0.037, -0.048, -0.067], [0.013, 0.010, 0.005], [-0.024, -0.006, -0.002], [0.017, 0.014, -0.031], [0.078, 0.000, 0.004], [-0.015, 0.008, -0.003], [0.004, 0.000, 0.004], [0.004, 0.006, 0.004], [-0.012, 0.000, 0.002], [0.001, -0.004, -0.002], [-0.015, 0.049, 0.004], [0.101, -0.077, -0.008], [-0.014, 0.053, 0.001], [-0.054, -0.084, 0.014], [-0.234, 0.052, -0.209], [0.432, -0.023, -0.113], [-0.198, 0.226, 0.035], [0.009, -0.011, 0.007], [-0.003, -0.005, 0.005], [-0.010, 0.007, 0.007], [-0.002, 0.013, -0.027], [0.012, -0.031, 0.066], [0.008, -0.024, 0.003], [0.028, 0.012, -0.023], [0.062, -0.084, 0.038], [-0.086, -0.091, 0.036], [-0.070, 0.012, -0.027], [-0.007, -0.026, 0.188], [-0.112, -0.039, -0.233], [0.153, -0.060, 0.131]], "nbo_charge": [0.8311, -0.0006, -0.0564, -0.2227, -0.2423, 0.1650, 0.2925, -0.6894, 0.1703, -0.4352, 0.0882, -0.2534, -0.1104, -0.1183, 0.2413, 0.2265, 0.2337, 0.2364, -0.6668, 0.3381, -0.3097, 0.3563, -0.4941, 0.3456, -0.1800, -0.5157, -0.6688, 0.2492, 0.2332, 0.2671, 0.2500, 0.4444, 0.2229, 0.2797, 0.2443, -0.4114, -0.4188, -0.2173, -0.2244, -0.6162, 0.3346, -0.3379, 0.2003, 0.1946, 0.2462, 0.1864, 0.2140, 0.2006, 0.2093, 0.4399, -0.4967, 0.4397, -0.6860, 0.5979, -0.6069]}